# 1
86
Properties=species:S:1:pos:R:3 method="wB97M-V/def2-TZVPD" e_homo_ha=-0.3025 orbital_gap_ev=8.51 smiles="CP(C)[C@H](C#N)[C@H](C#N)CCC(F)=C(F)F.CN(C)P(=O)(N(C)C)N(C)C.CN(C)P(=O)(N(C)C)N(C)C" multiplicity=1
C 2.2570 0.4418 6.6499
P 2.9851 0.9995 5.0590
C 3.7831 -0.3998 4.1605
C 1.7651 1.8823 3.9571
C 1.8265 3.3225 4.1735
N 1.9088 4.4602 4.2818
C 0.2944 1.3772 3.9497
C -0.3775 2.0788 2.8346
N -0.8703 2.7380 2.0363
C -0.5200 1.7059 5.2238
C -1.1539 0.4916 5.9247
C -1.7991 -0.4687 4.9864
F -3.0132 -0.1917 4.4751
C -1.1970 -1.5851 4.5804
F -0.2366 -2.1664 5.2883
F -1.4583 -2.1944 3.4399
H 1.6951 -0.4900 6.5776
H 1.6982 1.2322 7.1393
H 3.1075 0.2363 7.2976
H 3.2311 -0.7623 3.2962
H 3.9184 -1.2019 4.8846
H 4.7692 -0.0558 3.8725
H 2.1409 1.7320 2.9420
H 0.2878 0.3259 3.6696
H 0.1048 2.2806 5.9034
H -1.3381 2.3727 4.9670
H -1.9346 0.8812 6.5813
H -0.4682 -0.0658 6.5542
O -1.0051 1.4271 -3.2041
P -2.3956 1.7940 -2.7550
N -3.1671 0.2754 -2.9324
C -4.5368 0.0474 -3.3272
C -2.7479 -0.7031 -1.9383
N -2.7809 2.8879 -4.0608
C -3.2034 2.3515 -5.3469
C -1.7266 3.8780 -4.2615
N -3.6416 2.4960 -1.7056
C -4.7075 3.3384 -2.2126
C -3.0416 3.1182 -0.5060
H -5.2589 0.2591 -2.5232
H -4.6594 -0.9992 -3.6142
H -4.8167 0.6249 -4.2042
H -3.2561 -0.5473 -0.9741
H -1.6714 -0.6392 -1.7675
H -2.9555 -1.7176 -2.2821
H -2.5796 1.5151 -5.6869
H -3.1696 3.1328 -6.1080
H -4.2458 2.0315 -5.3169
H -0.8745 3.4729 -4.8182
H -1.3492 4.2430 -3.3026
H -2.1239 4.7390 -4.8038
H -4.3601 4.3152 -2.5615
H -5.4231 3.5002 -1.4013
H -5.2555 2.8573 -3.0201
H -2.5064 4.0438 -0.7499
H -2.3278 2.4315 -0.0476
H -3.7998 3.3418 0.2454
O 0.5677 -3.9150 -1.7104
P 1.6974 -2.9428 -1.9240
N 2.8847 -4.0021 -2.5573
C 4.3095 -3.9214 -2.3428
C 2.5916 -4.4532 -3.9099
N 1.9797 -2.5569 -0.2387
C 2.7532 -3.4722 0.5873
C 0.7415 -2.2017 0.4459
N 2.4942 -1.4522 -2.4623
C 3.3486 -0.6688 -1.5926
C 1.5493 -0.5500 -3.1611
H 4.7897 -3.1208 -2.9272
H 4.7722 -4.8667 -2.6352
H 4.5638 -3.7845 -1.2949
H 2.8588 -3.6918 -4.6591
H 1.5294 -4.6775 -4.0184
H 3.1358 -5.3716 -4.1364
H 2.4601 -4.5211 0.4528
H 2.6335 -3.2182 1.6426
H 3.8220 -3.3713 0.3920
H 0.1480 -3.0809 0.7205
H 0.1158 -1.5680 -0.1881
H 0.9678 -1.6327 1.3527
H 2.8042 -0.1651 -0.7880
H 3.8397 0.0952 -2.2019
H 4.1401 -1.2716 -1.1511
H 0.8294 -0.1000 -2.4723
H 0.9849 -1.1074 -3.9151
H 2.0782 0.2492 -3.6811



# 2
36
Properties=species:S:1:pos:R:3 method="wB97M-V/def2-TZVPD" e_homo_ha=-0.3049 orbital_gap_ev=7.93 e_above_lowest_kj_mol=1034.21 multiplicity=1
C -5.3911 0.6868 -2.0196
C -4.2017 1.5007 -1.8816
C -4.0751 2.7781 -1.7450
C -2.5384 2.9631 -1.4890
C -1.8301 1.7156 -1.6243
C -0.5401 1.2320 -1.2178
C 0.5586 2.0759 -0.8956
C 1.8482 1.4604 -0.9856
O 2.7828 2.2452 -1.0052
N 2.0489 0.2611 -0.7352
H 1.1312 -0.5290 -0.4071
C 3.3448 -0.4859 -0.3934
H 4.2156 0.4607 -0.9153
H 3.3711 -1.3094 -0.8145
C 3.5722 -0.5104 1.0410
C 2.5413 -1.3296 1.8628
C 2.7979 -2.5896 1.7653
C 1.7650 -3.5275 2.3244
C 0.3609 -3.1022 2.6036
C 0.2518 -1.6970 2.7656
C 1.3196 -0.9270 2.1087
H 1.0772 0.1494 2.3503
H -0.7466 -1.3473 3.0545
H -0.2886 -3.7276 3.2453
Cl 1.9051 -5.5028 2.1244
H 3.5744 -3.1164 1.3906
H 4.6677 -0.7295 1.2925
H 3.3174 0.4471 1.5874
H 0.3721 3.0735 -0.9023
H -0.5432 0.1920 -1.3054
O -3.0315 0.6573 -1.6985
H -1.9617 3.7832 -1.3804
H -4.7087 3.5170 -1.7138
H -5.1434 0.1287 -3.0470
H -5.4347 -0.0968 -1.2749
H -6.3889 1.2000 -2.0650



# 3
33
Properties=species:S:1:pos:R:3 method="wB97M-V/def2-TZVPD" e_homo_ha="-0.3920 / -0.4363" charge=+1 orbital_gap_ev="8.18 / 6.63" e_above_lowest_kj_mol=309.86 multiplicity=3
Pd 0.7947 1.3925 -2.0853
C -3.0252 -1.7744 0.2178
O -1.6827 -1.2509 0.3522
C -1.3381 -0.3523 -0.5475
O -2.0068 0.0377 -1.4638
N 0.8479 0.0359 0.7950
N 1.9912 0.7534 0.7478
H -3.1523 -2.4552 1.0537
H -3.1196 -2.2964 -0.7315
H -3.7406 -0.9564 0.2670
H 1.3648 -0.1272 2.7486
H 2.7357 0.3659 1.3131
H 2.2583 1.0105 -0.2079
Cl -3.0247 -2.4103 4.3454
C -1.7204 -1.6683 3.5238
C -1.7080 -0.2655 3.3620
C -0.6939 0.3453 2.7073
C 0.4680 -0.4312 2.1856
C 0.0622 0.1923 -0.3881
C 0.3374 -1.9086 2.3075
C -0.6867 -2.4678 2.9931
H -2.5202 0.3156 3.7754
H -0.6629 1.4215 2.6075
H -0.0661 1.3427 -0.5484
H 0.6755 -0.2469 -1.2574
H 1.1283 -2.5214 1.8980
H -0.7301 -3.5387 3.1308
Cl 4.7468 3.3553 -5.3778
C 3.0686 3.0530 -5.8478
Cl 2.2719 4.5455 -6.3600
Cl 2.9715 1.8075 -7.1037
C 2.3555 2.5459 -4.6653
N 1.7997 2.1509 -3.7468